DFT (ωB97M-V with the def2-TZVPD basis set) results for the molecule C6H14N4O2.

Positions of all 26 atoms, in Å:
H: -3.55616 -1.78315 -0.63114
N: -4.25200 -1.02270 -0.58388
C: -3.63081 0.00440 0.02391
N: -4.27679 1.05764 0.54126
N: -2.28617 0.16995 0.07738
C: -1.42434 -0.89230 -0.29845
C: 0.04440 -0.39708 -0.67592
C: 0.72274 0.03895 0.71702
C: 2.09276 0.60360 0.44302
N: 2.16886 1.69940 -0.55941
C: 3.27566 -0.44730 0.20393
O: 3.48106 -1.51972 0.73582
O: 4.11914 0.13812 -0.61921
H: -3.80089 1.71473 1.13035
H: -5.16720 0.82396 0.96438
H: -1.92918 1.12886 0.02256
H: -1.36498 -1.60074 0.53207
H: -1.94417 -1.44699 -1.17343
H: -0.13410 0.54917 -1.25235
H: 0.72599 -1.04743 -1.24306
H: 0.05966 0.79897 1.21074
H: 0.96650 -0.79040 1.46089
H: 2.48224 0.99411 1.45793
H: 1.88051 2.53870 -0.18940
H: 1.47980 1.44465 -1.28190
H: 3.54062 0.93673 -0.74900

Forces on the atoms, in the same order (eV/Å):
H -0.7 0.5 -0.5
N 1.4 1.7 2.6
C -0.8 -2.9 -2.3
N -2.3 1.1 0.8
N 1.5 1.1 0.4
C 1.0 -1.6 -2.3
C -1.3 1.1 2.3
C 0.0 -0.8 -0.7
C 1.0 0.4 2.7
N -0.3 -3.3 -1.0
C -0.1 -0.8 0.3
O -1.1 1.3 -0.3
O -0.1 -0.2 0.0
H 0.5 -0.1 -0.1
H 0.0 0.0 -0.5
H -0.3 -0.7 0.1
H 0.2 -0.1 -0.1
H 1.3 0.8 1.0
H 0.2 -0.8 0.2
H -0.7 -0.2 0.2
H 0.7 -0.7 -0.3
H -1.0 0.6 -1.1
H -0.6 -0.1 -1.4
H -0.5 2.3 1.1
H 0.7 0.4 0.2
H 1.2 1.0 -1.3

Properties
* energy above the lowest of the compared OMol25 structures with the same formula, charge and spin: 2.0189 eV
* molar mass: 174.20 g/mol
* SMILES string: [H]/N=C(/N)NCCC[C@H](N)C(=O)O
* frontier orbital gap: 9.0 eV

DFT (ωB97M-V with the def2-TZVPD basis set) results for the molecule C20H33N3O4S.

Positions of all 61 atoms, in Å:
C: 1.68075 5.73705 3.80630
C: 0.86756 4.72925 4.60209
N: -0.42844 5.24626 5.06080
S: -1.75634 5.20219 4.11960
O: -2.62262 6.25715 4.56760
O: -1.37139 5.09253 2.73652
C: -2.55648 3.66301 4.56899
C: -1.71362 2.43783 4.26257
O: -1.02981 1.95561 5.15498
N: -1.70550 1.93764 3.00165
C: -2.53936 2.37166 1.88993
C: -0.77863 0.84173 2.73498
C: 0.66958 1.31575 2.57471
C: 0.85331 2.30305 1.42675
N: 1.49890 0.12824 2.41068
C: 2.81819 0.14476 2.72583
O: 3.41367 1.17849 2.98493
C: 3.48714 -1.21371 2.80633
C: 3.35500 -1.85023 4.20538
C: 4.13656 -3.16569 4.25893
C: 1.90415 -2.01339 4.61576
C: 1.09386 -3.00174 4.05930
C: -0.24414 -3.10978 4.41591
C: -0.81372 -2.23625 5.33856
C: -2.27293 -2.33138 5.70666
C: -3.13460 -1.34026 4.92093
C: -0.00639 -1.24222 5.88542
C: 1.32953 -1.13460 5.53061
H: 2.63184 5.29589 3.50853
H: 1.14323 6.04289 2.90905
H: 1.89255 6.62600 4.40364
H: 0.67506 3.83570 4.00816
H: 1.41187 4.39569 5.48668
H: -0.43240 6.04138 5.68786
H: -2.69381 3.70792 5.64626
H: -3.52644 3.67208 4.07946
H: -3.19134 3.19030 2.17106
H: -1.92233 2.72314 1.06334
H: -3.15140 1.53527 1.54488
H: -0.82682 0.12074 3.55372
H: -1.10783 0.34552 1.81791
H: 0.96988 1.79536 3.51045
H: 0.24683 3.19714 1.58376
H: 1.89738 2.60621 1.36551
H: 0.56659 1.84763 0.47619
H: 1.04356 -0.76985 2.38317
H: 3.08074 -1.88723 2.04756
H: 4.54335 -1.05566 2.58641
H: 3.81720 -1.15830 4.91527
H: 4.04074 -3.63617 5.23802
H: 3.77984 -3.87363 3.50925
H: 5.19552 -2.98884 4.06593
H: 1.50809 -3.70206 3.34386
H: -0.85260 -3.89258 3.97771
H: -2.62580 -3.34974 5.53063
H: -2.38683 -2.14166 6.77631
H: -4.18625 -1.42824 5.19616
H: -2.81589 -0.31486 5.11666
H: -3.04937 -1.51903 3.84727
H: -0.42975 -0.53415 6.58797
H: 1.93354 -0.34428 5.96091

Forces on the atoms, in the same order (eV/Å):
C 0.0 0.0 0.0
C 0.0 0.0 0.0
N -0.1 0.0 -0.1
S 0.2 0.1 0.1
O 0.1 -0.2 -0.1
O -0.1 -0.1 0.2
C -0.1 0.0 0.1
C 0.1 0.0 -0.1
O 0.0 0.0 0.0
N 0.0 0.0 0.0
C 0.0 0.0 0.0
C 0.0 0.0 0.0
C -0.1 0.0 0.0
C 0.0 0.0 0.0
N -0.1 0.1 -0.2
C 0.1 0.0 0.3
O 0.0 0.0 0.0
C 0.1 0.1 -0.1
C 0.0 0.0 0.0
C 0.0 0.1 0.0
C 0.0 0.0 0.0
C 0.0 0.1 0.0
C 0.0 0.1 0.0
C 0.0 0.0 0.0
C 0.0 0.0 0.0
C 0.0 0.0 0.0
C 0.0 0.0 0.0
C 0.0 0.0 -0.1
H 0.0 0.0 0.0
H 0.0 0.0 0.0
H 0.0 0.0 0.0
H 0.0 0.1 0.0
H 0.0 0.0 0.0
H 0.0 -0.1 -0.1
H 0.0 0.0 0.0
H 0.0 0.1 0.0
H 0.0 0.0 0.0
H 0.0 0.0 0.0
H 0.0 0.0 0.0
H 0.0 0.0 0.0
H 0.0 0.0 0.0
H 0.0 0.0 0.0
H 0.0 0.0 0.0
H 0.0 0.0 0.0
H 0.0 0.0 0.0
H 0.0 0.0 0.0
H -0.1 -0.1 0.0
H 0.0 0.0 0.0
H 0.0 0.0 0.0
H 0.0 0.0 0.0
H 0.0 0.0 0.0
H 0.0 0.0 0.0
H 0.0 0.0 0.0
H 0.0 0.0 0.0
H 0.0 0.0 0.0
H 0.0 0.0 0.0
H 0.0 0.0 0.0
H 0.0 0.0 0.0
H 0.0 0.0 0.0
H 0.0 0.0 0.0
H 0.0 0.0 0.0

Properties
* energy above the lowest of the compared OMol25 structures with the same formula, charge and spin: 0.2385 eV
* molar mass: 411.57 g/mol
* SMILES string: CCNS(=O)(=O)CC(=O)N(C)C[C@H](C)NC(=O)C[C@H](C)c1ccc(CC)cc1
* frontier orbital gap: 9.6 eV

DFT (ωB97M-V with the def2-TZVPD basis set) results for a cluster of 2 separate species, C4H10NO in total.

Positions of all 16 atoms, in Å:
C: -2.81266 -0.83267 -0.52786
O: -1.46609 -0.99357 -0.30510
H: -2.99409 0.05610 -1.18293
H: -3.24904 -1.71215 -1.03849
H: -3.38777 -0.65941 0.40614
N: 0.42730 -0.44383 1.56976
C: 1.60613 -0.02189 0.81298
C: 1.74848 1.69052 -0.97953
C: 1.14060 0.61535 -0.46921
H: 0.63385 -1.12332 2.28153
H: -0.33772 -0.70316 0.89413
H: 2.20538 -0.91202 0.51267
H: 2.28010 0.64899 1.35159
H: 1.35464 2.07546 -1.91399
H: 2.58563 2.15924 -0.47733
H: 0.26526 0.15635 -0.93437

Forces on the atoms, in the same order (eV/Å):
C 1.3 0.3 0.0
O -0.2 -0.2 -0.2
H -0.4 -0.1 0.0
H -0.4 0.0 0.0
H -0.2 0.0 0.0
N 0.3 1.0 -0.1
C -0.6 -1.1 -0.4
C -0.8 -0.7 -0.1
C 0.7 0.6 0.2
H 0.0 -0.3 -0.2
H -0.1 -0.2 0.5
H 0.1 0.3 0.0
H -0.1 0.1 0.2
H 0.3 0.3 0.0
H 0.0 0.1 -0.1
H 0.0 0.0 0.1

Properties
* energy above the lowest of the compared OMol25 structures with the same formula, charge and spin: 1.0994 eV
* molar mass: 88.13 g/mol
* total charge: -1
* frontier orbital gap: 6.9 eV

DFT (ωB97M-V with the def2-TZVPD basis set) results for a structure of composition C38H35CrN2O3S2.

Positions of all 81 atoms, in Å:
Cr: 0.06157 0.11057 -0.42185
O: -1.22485 -1.15969 -0.51584
C: -1.96769 -1.80138 0.46608
C: -2.30281 -0.75704 1.55342
C: -1.08250 -0.33214 2.31297
C: -1.06243 -0.52867 3.68566
C: 0.00574 -0.06836 4.42838
C: 1.00742 0.61488 3.76924
C: 0.95316 0.76626 2.39198
C: 2.01057 1.57905 1.70464
C: 2.69832 0.84742 0.53195
O: 1.72400 0.64987 -0.44734
C: 3.80429 1.75159 -0.02242
C: 5.00543 1.91858 0.65849
C: 5.99078 2.74720 0.14586
C: 5.78761 3.41375 -1.05424
C: 4.59270 3.25000 -1.73697
C: 3.60403 2.42295 -1.22252
C: 3.32575 -0.50480 0.89144
C: 3.56697 -1.39770 -0.15262
C: 4.19019 -2.61204 0.08235
C: 4.58367 -2.95520 1.36956
C: 4.34944 -2.07406 2.41154
C: 3.72793 -0.85429 2.17392
N: -0.05572 0.25068 1.66126
C: -3.21645 -2.37068 -0.20834
C: -4.51733 -2.07948 0.17419
C: -5.59310 -2.62850 -0.51510
C: -5.37735 -3.46933 -1.59320
C: -4.07719 -3.76280 -1.98541
C: -3.00854 -3.21658 -1.29657
C: -1.19542 -2.94744 1.13722
C: -1.86181 -3.81105 2.00303
C: -1.17230 -4.80860 2.67254
C: 0.19422 -4.96214 2.48313
C: 0.86209 -4.11414 1.61467
C: 0.16934 -3.11447 0.94553
H: -3.02389 -1.16016 2.26177
H: -2.73895 0.10684 1.04449
H: -1.89072 -1.03378 4.16169
H: 0.04266 -0.21385 5.50005
H: 1.83335 1.04319 4.32030
H: 2.74091 1.93501 2.42945
H: 1.52136 2.44872 1.25657
H: 5.17831 1.38684 1.58687
H: 6.92474 2.86703 0.68030
H: 6.56065 4.05698 -1.45525
H: 4.42851 3.76645 -2.67437
H: 2.66976 2.27935 -1.74790
H: 3.26917 -1.11873 -1.15585
H: 4.38150 -3.29000 -0.74017
H: 5.07221 -3.90270 1.55952
H: 4.65609 -2.32809 3.41869
H: 3.58122 -0.17213 2.99942
H: -4.71445 -1.41432 1.00478
H: -6.60246 -2.39036 -0.20408
H: -6.21803 -3.89689 -2.12493
H: -3.89869 -4.42360 -2.82491
H: -1.99034 -3.44216 -1.59231
H: -2.93150 -3.70454 2.14568
H: -1.70432 -5.47257 3.34279
H: 0.73279 -5.74376 3.00370
H: 1.92673 -4.22229 1.45504
H: 0.70024 -2.46570 0.25787
S: -1.81039 1.92930 -0.93346
C: -1.38916 2.67484 0.49006
N: -1.10438 3.19630 1.48732
O: 0.17360 -0.21527 -2.51088
S: -1.17210 -0.40870 -3.18430
C: -1.28277 1.05022 -4.30548
C: -0.95588 0.60308 -5.72873
C: -0.05903 -0.62411 -5.59763
C: -0.75688 -1.51326 -4.58292
H: -0.53478 1.72577 -3.89335
H: -2.26653 1.50457 -4.20069
H: -0.46546 1.39899 -6.28941
H: -1.87310 0.33757 -6.25900
H: 0.91508 -0.33037 -5.20113
H: 0.09439 -1.13224 -6.55026
H: -0.13771 -2.31252 -4.17984
H: -1.69485 -1.92419 -4.96260

Forces on the atoms, in the same order (eV/Å):
Cr -2.4 0.9 -0.9
O 1.1 -0.7 0.1
C -0.4 0.1 0.6
C 0.1 -0.2 -0.3
C -0.1 0.0 0.1
C 0.1 0.1 0.1
C 0.0 0.0 -0.1
C 0.0 0.0 0.1
C 0.0 0.0 0.1
C 0.1 -0.3 -0.3
C 0.2 0.2 0.5
O 0.6 -0.3 -0.3
C -0.2 0.0 -0.2
C 0.0 0.0 0.0
C 0.0 0.0 0.0
C 0.0 0.0 0.0
C 0.0 0.0 0.0
C 0.0 0.0 0.0
C -0.1 0.0 -0.1
C 0.0 0.0 0.0
C 0.0 0.0 0.0
C 0.0 0.0 0.0
C 0.0 0.0 0.1
C 0.0 0.1 -0.1
N 0.0 -0.1 0.3
C 0.1 0.1 -0.1
C 0.1 0.0 0.0
C 0.0 0.0 0.0
C -0.1 0.0 0.0
C 0.1 0.0 0.0
C 0.0 0.0 0.0
C 0.1 0.0 -0.2
C 0.0 0.0 0.0
C -0.1 0.0 0.0
C 0.0 0.0 0.0
C 0.0 0.0 0.0
C -0.1 0.1 -0.1
H 0.0 0.0 0.0
H 0.0 0.0 0.1
H 0.0 0.0 0.0
H 0.0 0.0 0.0
H 0.0 0.0 -0.1
H 0.0 0.0 0.0
H 0.0 0.1 0.1
H 0.0 0.0 0.0
H 0.0 0.0 0.0
H 0.0 0.0 0.0
H 0.0 0.0 0.0
H 0.0 0.0 0.0
H 0.0 0.0 0.0
H 0.0 0.0 0.0
H 0.0 0.0 0.0
H 0.0 0.0 0.0
H -0.1 0.0 0.0
H 0.0 0.0 0.0
H 0.0 0.0 0.0
H 0.0 0.0 0.0
H 0.0 0.0 0.0
H 0.0 0.0 0.0
H 0.0 0.0 0.0
H 0.0 0.0 0.0
H 0.0 0.0 0.0
H 0.0 0.0 0.0
H 0.0 0.0 0.0
S 0.9 -0.8 0.1
C 0.0 0.7 0.6
N 0.0 -0.1 -0.1
O 0.3 0.0 0.4
S -0.1 0.0 -0.9
C -0.1 -0.1 0.1
C 0.1 -0.1 0.0
C 0.0 0.0 0.0
C 0.0 0.2 0.2
H 0.0 0.0 0.1
H 0.0 0.0 0.1
H -0.1 0.0 0.0
H 0.0 0.0 0.0
H 0.0 0.0 0.0
H 0.0 0.0 0.0
H -0.1 0.0 0.1
H 0.0 0.0 0.0

Properties
* molar mass: 683.84 g/mol
* multiplicity: 2
* frontier orbital gap (alpha / beta): 8.2 / 8.4 eV

DFT (ωB97M-V with the def2-TZVPD basis set) results for the molecule C4H8OS3.

Positions of all 16 atoms, in Å:
C: 1.65106 -1.95237 -0.30823
O: 0.31536 -1.89994 0.19102
C: -0.22741 -0.78865 0.72099
C: 0.69608 0.07589 1.65427
S: 1.65223 1.47687 0.90930
C: -1.01168 0.09349 -0.29413
S: -1.72447 1.50136 0.03999
S: -0.95636 -0.67839 -1.83915
H: 1.96141 -1.06291 -0.91936
H: 1.68921 -2.80457 -0.97764
H: 2.41592 -2.20841 0.44365
H: -1.02621 -1.13703 1.38943
H: 0.00673 0.56521 2.31046
H: 1.34776 -0.57598 2.20211
H: 2.54211 0.79157 0.15464
H: -1.65033 0.26400 -2.53107

Forces on the atoms, in the same order (eV/Å):
C 0.5 0.3 -0.6
O 1.2 -1.9 -1.0
C -0.7 2.6 1.4
C -0.2 0.1 -1.7
S -0.1 -0.6 0.0
C 0.7 -0.4 0.0
S -0.1 0.0 0.2
S -0.3 0.1 -0.7
H -0.4 -0.6 0.7
H -0.3 -0.1 -0.2
H -0.4 0.6 0.2
H 0.1 -0.1 0.0
H -0.1 0.4 0.6
H 0.3 -0.3 0.3
H -0.3 0.0 0.3
H 0.2 -0.2 0.4

Properties
* energy above the lowest of the compared OMol25 structures with the same formula, charge and spin: 1.4306 eV
* molar mass: 168.31 g/mol
* SMILES string: CO[C@@H](CS)C(=S)S
* frontier orbital gap: 8.4 eV

DFT (ωB97M-V with the def2-TZVPD basis set) results for a structure of composition C10H25CaO8V.

Positions of all 45 atoms, in Å:
O: 1.40219 -1.81457 4.98602
V: 0.61684 -2.89044 4.08335
O: -0.72062 -3.27284 4.82029
Ca: 3.92572 -0.46503 1.60625
O: -0.03275 -0.89264 0.43067
C: 0.43228 -1.32821 1.57895
O: -0.35045 -1.78465 2.46428
O: 1.69917 -1.30489 1.76479
H: -1.05488 -0.85854 0.53626
C: -4.95279 -0.67922 1.44759
C: -3.67244 -0.04405 0.95983
C: -3.17774 1.08297 1.87256
O: -2.66665 -1.05189 0.74760
H: -5.48776 -1.25301 0.69510
H: -5.62146 0.10917 1.79938
H: -4.73807 -1.30042 2.32294
H: -3.84687 0.35622 -0.04130
H: -3.64137 2.05488 1.73363
H: -2.12442 1.19453 1.58957
H: -3.24713 0.76824 2.91556
H: -2.46774 -1.47134 1.60150
C: 3.07736 2.32086 -1.30423
C: 2.47209 2.62427 0.04565
C: 0.93634 2.66456 -0.01189
O: 3.00564 1.70211 1.04064
H: 2.75279 1.34318 -1.67319
H: 4.16269 2.21627 -1.22175
H: 2.79315 3.09144 -2.01425
H: 2.81190 3.60699 0.38342
H: 0.42751 3.02571 0.88585
H: 0.55301 1.64119 -0.07233
H: 0.63689 3.27892 -0.85543
H: 2.87396 2.11259 1.90889
C: 1.21724 -2.51541 -3.38699
C: 1.62484 -1.07444 -3.12031
C: 0.49896 -0.06341 -3.34848
O: 2.07110 -0.96653 -1.76251
H: 0.37459 -2.83617 -2.77076
H: 2.05225 -3.16083 -3.10090
H: 1.04697 -2.71193 -4.44454
H: 2.43908 -0.85304 -3.81047
H: -0.25005 -0.47176 -4.03006
H: 0.81041 0.90962 -3.72355
H: -0.04220 0.09710 -2.41216
H: 1.38041 -1.13556 -1.11549

Forces on the atoms, in the same order (eV/Å):
O -1.2 -2.0 -1.5
V -2.0 2.9 0.8
O 2.1 0.4 -0.7
Ca -2.2 0.4 -1.0
O -0.4 -0.1 1.3
C 1.0 0.2 -0.4
O 0.7 -1.2 1.1
O 1.1 0.0 0.0
H -0.1 0.0 -0.7
C -0.1 0.2 0.5
C -0.9 0.8 -0.5
C 0.9 -0.9 -0.4
O 1.0 -0.2 0.5
H 0.2 -0.1 0.0
H 0.0 0.0 -0.1
H -0.1 -0.1 -0.1
H 0.1 0.0 0.0
H -0.4 -0.2 -0.1
H 0.1 0.3 0.4
H 0.1 0.2 0.1
H -0.5 -0.1 -0.1
C 0.3 -1.0 0.4
C -0.8 1.6 -0.7
C 0.2 -1.0 0.8
O 0.5 -1.4 1.2
H -0.4 0.1 0.0
H 0.0 0.5 -0.1
H 0.2 0.0 0.0
H 0.1 0.0 -0.1
H 0.5 0.5 0.1
H 0.1 0.0 -0.7
H -0.1 -0.1 -0.1
H -0.2 0.2 -0.2
C 0.5 -0.3 0.2
C -1.1 -0.2 -0.2
C -0.6 -0.3 0.0
O 1.6 0.3 0.5
H -0.2 0.2 -0.2
H 0.0 0.0 0.0
H -0.3 0.1 0.0
H 0.4 0.2 0.5
H 0.1 0.1 -0.2
H 0.2 -0.1 0.0
H 0.1 0.0 0.1
H -0.5 0.0 -0.5

Properties
* energy above the lowest of the compared OMol25 structures with the same formula, charge and spin: 0.0265 eV
* molar mass: 364.32 g/mol
* total charge: +2
* frontier orbital gap: 6.7 eV

Going through the records in order, we get calculated total energy values of -606.49968; -1645.36763; -288.35124; -3645.17081; -1426.95873; -2619.04233 Eh.